1.
ORCA calculation (the ωB97M-V functional and the def2-TZVPD basis) on 3 unconnected molecules or ions with the total composition C4H11NO2.

## Properties
structure (SMILES): C=N/C=C/C.O.O
frontier orbital gap: 9.41 eV
LUMO: 0.0250 Ha
HOMO: -8.73 eV
relative energy (zero: lowest compared OMol25 entry of this formula, charge and spin): 296.55 kJ/mol

Geometry as ORCA input:
```
! RIJCOSX wB97M-V def2-TZVPD def2/J DEFGRID3
* xyz 0 1
H -0.58 0.46 0.44
H -2.99 -0.02 0.25
C -2.44 0.29 -0.64
H 1.55 -2.31 -1.73
H -0.49 -0.46 -2.54
H -3.00 -0.33 -1.36
H 2.58 0.77 2.36
H -0.40 1.02 2.15
H -1.19 0.06 3.20
C -0.18 -0.20 -1.52
N 1.20 -0.31 -1.42
C -0.96 0.10 -0.49
O -0.80 0.91 3.01
H 2.36 0.67 0.99
O 3.08 0.47 1.59
H 2.99 -1.07 -1.54
C 1.94 -1.30 -1.63
H -2.68 1.25 -1.10
*
```

2.
ORCA calculation (the ωB97M-V functional and the def2-TZVPD basis) on 11 unconnected molecules or ions with the total composition C10H16BCl30O3P2S.

## Properties
frontier orbital gap: 6.81 eV
LUMO: 0.0626 Ha
HOMO: -5.10 eV

Geometry as ORCA input:
```
! RIJCOSX wB97M-V def2-TZVPD def2/J DEFGRID3
* xyz -1 1
Cl -3.08 -1.56 2.21
Cl 4.53 -1.36 3.25
C 3.74 -1.79 1.72
Cl 6.91 -0.12 5.66
P -2.02 -0.60 -1.31
C 8.19 -0.01 4.45
C 6.55 -2.96 -6.47
C -3.06 -8.52 -2.50
Cl -1.77 5.86 1.08
Cl -2.59 10.74 3.57
Cl -4.38 2.46 -2.97
Cl -1.34 -8.34 -2.90
H -3.59 -7.64 -2.87
Cl -3.75 9.91 6.12
H -4.00 5.65 1.78
Cl -3.98 7.70 0.61
H 0.13 2.10 0.01
O -2.93 -0.80 -2.81
Cl 4.70 0.26 -0.79
Cl 7.52 0.41 2.86
Cl -6.89 1.17 -2.24
Cl -3.28 -8.61 -0.75
Cl 6.39 -1.24 -2.62
Cl -3.22 7.94 4.04
Cl -4.07 5.00 -0.48
H -2.75 0.94 0.58
H -2.39 -0.48 -3.60
H 7.08 -2.01 -6.45
C -2.99 -1.26 3.96
O -0.34 -0.81 -1.72
Cl 7.15 -3.90 -7.85
H 0.24 -0.17 -1.21
C -5.60 1.27 -3.46
Cl 7.60 0.49 -0.61
C -3.70 9.61 4.37
P -1.11 2.43 -0.68
C -3.52 6.01 0.87
H -2.69 -2.19 4.45
Cl 9.42 1.17 4.94
H -3.44 1.53 -1.12
H 6.19 1.10 -2.40
Cl -4.57 -0.78 4.59
B -2.48 1.10 -0.56
H -1.63 3.61 0.02
Cl 4.82 -2.63 -6.66
H -5.13 0.30 -3.54
C -1.43 -4.56 1.68
H -1.96 -3.67 1.31
Cl -1.65 -4.64 3.43
Cl -3.74 -9.95 -3.29
H 4.41 -1.52 0.90
O -2.54 -1.79 -0.35
Cl 6.86 -3.81 -4.95
Cl -1.77 -0.03 4.31
Cl -6.28 1.70 -5.04
Cl 3.44 -3.53 1.64
H 8.67 -0.99 4.37
Cl -2.11 -5.99 0.89
H -4.70 9.77 3.97
Cl 2.22 -0.89 1.53
Cl 0.29 -4.38 1.28
S -0.78 3.06 -2.53
C 6.22 0.26 -1.70
*
```

3.
ORCA calculation (the ωB97M-V functional and the def2-TZVPD basis) on 2 unconnected molecules or ions with the total composition C6H12S.

## Properties
frontier orbital gap (spin up / spin down): 7.61 / 7.95 eV
LUMO (spin up / spin down): 0.0188 / 0.0263 Ha
HOMO (spin up / spin down): -7.10 / -7.24 eV
relative energy (zero: lowest compared OMol25 entry of this formula, charge and spin): 470.64 kJ/mol

Geometry as ORCA input:
```
! RIJCOSX wB97M-V def2-TZVPD def2/J DEFGRID3
* xyz 0 1
S 1.81 -1.13 -1.60
H -0.21 1.89 0.27
H -0.72 -1.91 1.72
H -1.80 -1.45 -0.27
H -1.94 1.34 1.04
H 2.24 0.68 -0.06
H 0.24 0.70 -2.54
H 0.24 -0.70 2.66
H 2.13 1.06 -2.61
H 1.01 -1.49 1.55
C -0.47 -0.18 0.62
H -2.09 0.19 -0.88
H -0.85 -0.96 -1.42
C -0.80 1.22 1.06
C -1.30 -0.62 -0.51
C 0.00 -1.11 1.73
C 1.36 0.56 -2.14
H -0.41 1.54 2.09
C 1.55 0.36 -0.73
*
```

4.
ORCA calculation (the ωB97M-V functional and the def2-TZVPD basis) on C2HFO3S in the gas phase.

## Properties
structure (SMILES): O=COSC(=O)F
frontier orbital gap: 10.74 eV
LUMO: -0.0056 Ha
HOMO: -10.89 eV
relative energy (zero: lowest compared OMol25 entry of this formula, charge and spin): 0.00 kJ/mol

Geometry as ORCA input:
```
! RIJCOSX wB97M-V def2-TZVPD def2/J DEFGRID3
* xyz 0 1
F -1.16 -3.83 -0.53
O -0.52 -0.55 1.37
S -0.04 -2.08 0.83
C -0.10 0.59 0.85
C -1.52 -2.64 0.06
H 0.88 0.69 0.66
O -2.53 -2.05 -0.11
O -0.84 1.51 0.74
*
```

5.
ORCA calculation (the ωB97M-V functional and the def2-TZVPD basis) on 6 unconnected molecules or ions with the total composition C29H55IN2O18P.

## Properties
frontier orbital gap: 8.09 eV
LUMO: -0.1467 Ha
HOMO: -12.08 eV

Geometry as ORCA input:
```
! RIJCOSX wB97M-V def2-TZVPD def2/J DEFGRID3
* xyz 1 1
H 9.47 -3.73 -1.82
C 0.50 -1.63 0.67
C 9.35 7.47 -0.82
H 10.85 2.94 0.03
H 5.12 -4.10 0.16
H 0.99 -2.42 -1.26
O 4.65 -7.92 1.82
H -3.78 6.74 0.24
H 0.93 3.35 1.42
H -1.81 -0.27 -2.02
H -6.75 0.64 -0.82
H -13.62 2.89 3.01
C 0.46 2.77 0.64
C -1.62 0.74 -2.36
O -6.00 2.51 -0.29
H -4.15 -6.16 0.72
H -3.83 0.28 -1.04
H 0.89 -5.98 -0.22
H 2.02 1.33 0.42
O -1.69 -5.46 0.01
C -3.82 -7.04 0.17
O 11.11 4.51 -1.31
H 4.32 -8.49 3.79
N -1.41 2.48 -0.79
C 0.95 -0.30 -1.48
H -4.92 5.67 -1.69
O -12.31 2.10 1.60
H -0.64 -1.77 -1.11
C -4.58 5.09 -0.83
H -5.37 0.09 1.19
H -1.36 3.98 0.57
H -0.99 0.68 -3.25
H 2.02 -0.27 -1.26
O 4.92 -5.95 0.97
C 7.02 1.12 -1.17
O -2.53 -7.46 0.64
O -3.66 2.45 0.79
C 10.08 5.26 -0.92
C -11.31 2.96 1.77
C -2.93 1.43 -2.67
H -3.79 -6.82 -0.89
C -1.56 -6.56 0.49
H 11.83 2.62 -1.42
H 8.51 -3.43 -0.35
O 8.74 -1.85 -1.69
O 6.74 -1.47 -0.71
C 4.56 -4.56 0.97
H 4.81 -4.10 1.92
O -0.43 -7.08 0.95
C 0.70 -6.21 0.83
C -4.05 1.17 -1.64
C -3.43 5.78 -0.14
H 0.52 -5.29 1.38
H -3.24 1.00 -3.63
O 3.51 -6.19 2.71
H 9.74 8.44 -1.10
O 9.06 4.86 -0.41
H -3.08 5.20 0.72
C 0.37 0.95 -0.90
O 8.02 0.18 -1.57
H -5.43 4.98 -0.16
H -6.13 1.39 2.08
C 0.41 -1.60 -0.85
H -2.80 2.50 -2.85
C 8.58 -3.25 -1.42
C -0.81 3.14 0.17
H 0.86 -0.33 -2.56
H -9.03 3.86 -0.30
C 7.74 -1.09 -1.27
H -7.78 1.67 0.15
H 9.17 7.43 0.25
H 2.97 -8.80 2.68
H 1.54 -6.73 1.26
H -4.97 0.97 -2.19
H -4.48 -7.87 0.37
H 10.06 2.73 -1.55
C -6.30 0.64 1.31
C 1.05 1.68 0.09
O 10.37 6.53 -1.19
I 2.52 -1.66 1.37
H 0.01 -0.79 1.15
H -2.61 5.99 -0.83
C 4.05 -8.79 2.78
H 7.39 2.09 -1.47
C -9.50 3.92 0.67
H 4.45 -9.78 2.57
H -7.09 -0.03 1.64
H 8.43 7.26 -1.35
O -10.61 3.01 0.63
H 3.49 -4.46 0.79
N -0.82 1.42 -1.30
H 6.88 1.10 -0.10
O -4.19 3.80 -1.37
H 7.70 -3.64 -1.92
H -12.58 1.57 3.60
C 4.29 -6.65 1.91
H -8.80 3.62 1.45
C -6.75 1.33 0.03
H 0.04 -2.53 1.05
C -13.16 1.95 2.75
H 6.07 0.90 -1.67
O -11.07 3.58 2.77
H -9.84 4.94 0.86
C 10.94 3.11 -1.04
H -13.91 1.22 2.46
P -4.42 2.51 -0.48
*
```

6.
ORCA calculation (the ωB97M-V functional and the def2-TZVPD basis) on 2 unconnected molecules or ions with the total composition C3H3BrF2.

## Properties
frontier orbital gap (spin up / spin down): 7.35 / 7.36 eV
LUMO (spin up / spin down): -0.0482 / -0.0482 Ha
HOMO (spin up / spin down): -8.67 / -8.67 eV
relative energy (zero: lowest compared OMol25 entry of this formula, charge and spin): 508.42 kJ/mol

Geometry as ORCA input:
```
! RIJCOSX wB97M-V def2-TZVPD def2/J DEFGRID3
* xyz 0 1
C 0.96 -1.17 1.45
Br -2.17 1.06 1.17
C -0.59 0.39 0.40
H -1.32 -0.12 -1.65
F 1.81 -0.34 2.08
C -0.41 0.40 -1.06
F 1.57 -1.46 0.27
H 0.52 -0.21 -1.14
H -0.37 1.45 -1.50
*
```

7.
ORCA calculation (the ωB97M-V functional and the def2-TZVPD basis) on C4H7NOS in the gas phase.

## Properties
frontier orbital gap: 7.50 eV
LUMO: 0.0094 Ha
HOMO: -7.24 eV
relative energy (zero: lowest compared OMol25 entry of this formula, charge and spin): 274.02 kJ/mol

Geometry as ORCA input:
```
! RIJCOSX wB97M-V def2-TZVPD def2/J DEFGRID3
* xyz 0 1
O -1.14 0.90 1.39
H -0.52 0.97 -1.54
C -0.87 0.26 0.22
C 2.01 -0.68 0.33
S 1.72 1.01 -0.25
H -1.59 1.79 1.33
C -1.48 0.73 -1.07
H 2.42 -0.48 1.35
H -2.00 0.03 -1.78
H 2.81 -1.22 -0.28
N -0.51 -0.96 0.30
H 0.59 -2.54 0.60
C 0.67 -1.45 0.36
H -2.10 1.64 -0.95
*
```

8.
ORCA calculation (the ωB97M-V functional and the def2-TZVPD basis) on a molecular structure, C6H9O4Tm.

## Properties
frontier orbital gap (spin up / spin down): 8.32 / 5.75 eV
LUMO (spin up / spin down): -0.3049 / -0.3679 Ha
expectation value of S²: 2.01
HOMO (spin up / spin down): -16.62 / -15.76 eV
relative energy (zero: lowest compared OMol25 entry of this formula, charge and spin): 213.69 kJ/mol

Geometry as ORCA input:
```
! RIJCOSX wB97M-V def2-TZVPD def2/J DEFGRID3
* xyz 2 3
C -1.24 -1.26 -0.52
O 1.76 0.57 -0.54
C 2.47 -0.38 0.00
C 0.47 0.96 -0.02
H -1.40 2.02 1.99
H -0.25 -2.87 -1.00
Tm 4.39 -2.18 1.08
H -0.99 0.57 -1.71
O 2.22 -0.86 1.15
H -1.23 -1.53 0.55
H -2.23 -1.53 -0.93
C -1.95 1.06 0.17
C -1.06 0.24 -0.67
O -0.21 -1.93 -1.21
H 0.44 1.91 -0.58
H -1.05 2.99 0.37
O 3.51 -0.78 -0.62
C -1.34 2.08 0.90
H -2.75 0.51 0.67
H 0.44 0.41 0.93
*
```

Asked for strongest force on any atom across the records above, the calculation gives 1.81; 5.29; 4.78; 4.03; 0.65; 2.55; 4.27; 4.01 eV Å⁻¹ in order.